[1]
# C6H13NO

A molecular structure, C6H13NO at a distorted geometry (ωB97M-V with the def2-TZVPD basis set, the Open Molecules 2025 dataset).

Geometry as XYZ:
```
21
C6H13NO (ωB97M-V with the def2-TZVPD basis set)
H 1.19 -2.04 -0.48
C 0.54 -1.96 -1.41
H 1.90 0.83 -1.64
C 2.02 -0.07 -1.05
H -1.37 1.98 2.06
H -2.59 -0.23 2.02
H -2.07 -0.49 0.28
H -1.74 2.65 -0.35
H -0.41 -2.52 -1.39
C -1.86 -0.04 1.24
C -0.87 2.04 -0.08
H 1.19 -2.43 -2.17
C -1.13 1.32 1.23
O 0.34 -0.62 -1.61
H -0.69 1.32 -0.87
H 2.89 -0.64 -1.38
N 0.65 -0.43 1.91
H 1.90 -0.01 0.03
H -0.01 2.70 0.01
C -0.44 0.09 1.59
H 0.58 -1.44 2.05
```

Results
Relative energy (zero: lowest compared OMol25 entry of this formula, charge and spin) (kcal/mol): 120.64
Net charge: 0
Orbital gap (eV): 10.1
E_HOMO (eV): -9.212

[2]
# C3H4N4O

A molecular structure, C3H4N4O at a distorted geometry (ωB97M-V with the def2-TZVPD basis set, the Open Molecules 2025 dataset).

Geometry as XYZ:
```
12
C3H4N4O (ωB97M-V with the def2-TZVPD basis set)
N 0.20 -0.77 -1.98
H -2.86 -1.72 -0.50
O -1.27 -1.67 -1.76
H 1.88 0.23 1.63
C 1.51 1.09 1.16
N 0.05 1.07 0.95
N -1.47 -0.41 0.18
H 1.61 1.93 1.84
H 2.09 1.26 0.21
C -1.91 -1.22 -0.68
N 0.48 0.01 -1.15
C -0.29 0.19 0.09
```

Results
Relative energy (zero: lowest compared OMol25 entry of this formula, charge and spin) (kcal/mol): 100.67
Net charge: 0
Orbital gap (eV): 8.7
E_HOMO (eV): -9.532

[3]
# C5H8N2

A molecular structure, C5H8N2 at a distorted geometry (ωB97M-V with the def2-TZVPD basis set, the Open Molecules 2025 dataset).

Geometry as XYZ:
```
15
C5H8N2 (ωB97M-V with the def2-TZVPD basis set)
H -0.50 -0.13 -1.86
N 3.00 0.71 -0.30
H -0.89 1.78 -0.61
C 2.24 -0.16 -0.23
H -2.23 -0.05 -1.12
H -0.98 1.46 1.33
N 1.23 -0.94 -0.14
C -0.44 1.41 0.40
H -1.25 -1.59 -1.08
C -0.41 -0.10 0.10
H 0.62 1.74 0.47
H 0.67 -0.58 1.95
C 0.26 -1.04 1.03
C -1.23 -0.46 -1.03
H -0.08 -2.05 1.07
```

Results
Relative energy (zero: lowest compared OMol25 entry of this formula, charge and spin) (kcal/mol): 50.62
Net charge: 0
Orbital gap (spin up / spin down) (eV): 6.6 / 7.6
Multiplicity: 3
E_HOMO (spin up / spin down) (eV): -5.855 / -10.256
Expectation value of S²: 2.02

[4]
# C2H3N3O2

C2H3N3O2 in the gas phase at a distorted geometry (ωB97M-V with the def2-TZVPD basis set, the Open Molecules 2025 dataset).

Geometry as XYZ:
```
10
C2H3N3O2 (ωB97M-V with the def2-TZVPD basis set)
O 2.73 0.49 -0.31
H 0.49 1.85 0.19
N 0.49 0.84 0.26
O 1.20 -1.20 -0.35
C -0.61 0.03 0.18
N -1.89 0.02 0.00
H -1.12 -1.53 -0.35
C 1.62 0.10 -0.15
H -2.49 0.67 0.45
N -0.16 -1.25 0.11
```

Results
SMILES: [H]/N=c1/[nH]oc(=O)[nH]1
Relative energy (zero: lowest compared OMol25 entry of this formula, charge and spin) (kcal/mol): 67.70
Net charge: 0
Orbital gap (eV): 10.4
E_HOMO (eV): -9.854

[5]
# C17H19BCuNO2Se2

A molecular structure, C17H19BCuNO2Se2 at a distorted geometry (ωB97M-V with the def2-TZVPD basis set, the Open Molecules 2025 dataset).

Geometry as XYZ:
```
43
C17H19BCuNO2Se2 (ωB97M-V with the def2-TZVPD basis set)
C -1.26 5.46 -1.03
H 3.39 -4.56 0.76
C 3.23 1.99 2.15
H -0.73 6.25 -1.54
H -2.91 -4.15 -4.21
C -1.27 -4.33 -1.58
C -2.66 3.45 0.29
O 0.34 -0.05 1.98
C 0.07 -4.99 -1.34
H 0.61 -5.17 -2.28
C -2.62 4.72 0.81
N -1.77 0.73 -1.66
H 2.07 2.61 5.27
C 3.15 2.51 3.43
H 3.09 -5.44 -0.76
C 2.65 -5.11 0.17
C 2.12 2.16 4.29
H -0.76 3.97 -2.49
H 2.28 -5.95 0.75
C 1.21 0.75 2.63
H -1.98 -3.02 -5.22
C -1.97 3.16 -0.91
C -1.91 -3.76 -4.43
C -1.29 4.19 -1.57
H 0.32 1.00 4.56
O 2.02 0.53 0.56
H -0.06 -5.94 -0.82
Se -1.21 -2.82 -2.85
H -3.17 2.66 0.80
C -1.91 5.72 0.17
H -1.66 -3.93 -0.64
H 3.89 3.23 3.76
H -2.00 -5.03 -1.99
Se 1.21 -3.84 -0.20
C 2.24 1.11 1.76
Cu -0.55 -0.40 -0.89
C -1.91 1.84 -1.36
H -1.85 6.71 0.60
H -1.24 -4.56 -4.72
C 1.13 1.26 3.91
H 4.01 2.28 1.47
B 0.79 -0.18 0.64
H -3.14 4.94 1.73
```

Results
Relative energy (zero: lowest compared OMol25 entry of this formula, charge and spin) (kcal/mol): 28.98
Net charge: 0
Orbital gap (eV): 7.2
E_HOMO (eV): -7.550

[6]
# C38H43BrIN4O2P2RuS

A molecular structure, C38H43BrIN4O2P2RuS (ωB97M-V with the def2-TZVPD basis set, the Open Molecules 2025 dataset).

Geometry as XYZ:
```
93
C38H43BrIN4O2P2RuS (ωB97M-V with the def2-TZVPD basis set)
C -4.03 4.87 -1.64
Br -0.64 -0.71 4.72
H -4.78 1.04 3.51
H 3.69 4.59 1.60
H -4.00 4.02 -0.96
H 3.70 -0.40 -3.84
H 0.09 2.74 3.01
C 1.63 2.43 -0.01
N 1.48 -0.64 2.91
C 3.36 0.22 4.78
C 0.55 -0.27 -5.05
H 4.07 0.56 5.52
H 2.49 -0.67 -1.74
C -4.07 1.62 2.93
H 2.86 -5.43 2.91
H 1.21 -3.51 2.93
H -5.16 3.46 3.15
H -4.46 5.72 -1.12
H -2.67 -4.54 -3.41
C -2.27 3.11 1.43
C -1.73 -2.86 -2.47
C -4.29 2.98 2.73
H 3.04 -2.76 -0.22
C 3.11 -0.61 1.12
H 4.09 -4.74 0.97
H -2.23 1.16 -2.52
C 2.15 -3.39 -0.31
H -3.55 4.78 1.82
H -0.13 2.54 -2.78
H -4.65 4.64 -2.50
C 2.57 -4.85 -0.44
H 0.00 -0.14 -5.97
H -0.59 3.46 -1.36
C 2.71 3.28 0.21
H 3.43 3.45 -0.58
C -1.84 3.88 -3.05
C 3.73 -0.01 3.46
Ru 0.31 -1.05 1.01
H -1.29 4.20 -3.93
H 1.47 -5.76 1.86
H -5.31 -1.73 -1.55
C 1.14 -0.43 4.18
C -4.11 -3.23 -2.52
C 2.85 3.92 1.43
C -0.99 2.91 -2.21
C -2.82 -3.63 -2.85
C 2.33 -5.10 2.02
H 2.48 -0.11 -5.97
N 1.29 -3.16 0.86
H 3.27 -4.99 -1.26
H -2.74 3.39 -3.42
C -2.05 1.75 1.63
C 2.76 -0.41 2.57
O 4.23 -0.95 0.79
P -0.52 -0.73 -1.17
C -1.93 -1.68 -1.75
C -0.15 -0.46 -3.87
C 1.94 -0.26 -5.04
H 0.40 -3.66 0.74
C 1.91 -3.64 2.10
H -2.81 -0.05 2.53
C -1.82 1.75 -1.70
H -3.38 -0.38 -0.84
S -2.37 5.37 -2.17
H 1.70 0.17 6.15
C -3.22 -1.28 -1.41
H -1.23 -0.50 -3.90
C 2.62 -0.42 -3.85
O 2.10 -0.44 0.31
C -2.96 1.00 2.38
H -2.67 2.12 -1.13
H -4.96 -3.83 -2.82
H 1.53 1.92 -0.96
C 2.04 0.00 5.14
N -1.07 0.83 -0.83
N 3.24 -5.29 0.84
C 0.83 2.88 2.23
H 2.02 4.22 3.39
H 1.71 -5.51 -0.58
H 3.53 -6.26 0.76
C 0.68 2.24 1.00
H 4.74 0.12 3.11
H 1.63 -3.09 -1.21
P -0.63 1.02 0.80
C 1.93 -0.60 -2.66
I -1.81 -2.48 1.64
C 0.54 -0.63 -2.65
C -4.31 -2.05 -1.81
C 1.92 3.72 2.44
H 2.79 -3.03 2.31
H -1.56 3.71 0.86
H -0.73 -3.16 -2.77
C -3.39 3.72 1.98
```

Results
Net charge: +2
Orbital gap (spin up / spin down) (eV): 7.0 / 5.6
Multiplicity: 2
E_HOMO (spin up / spin down) (eV): -12.136 / -12.136
Expectation value of S²: 0.76